211
Properties=species:S:1:pos:R:3 method="wB97M-V/def2-TZVPD" spin_multiplicity=2 total_charge=+1 orbital_gap_ev="7.57 / 2.46" energy_ha=-3774.14629 lumo_energy_ev="-2.27 / -7.37"
C 36.55 3.10 -11.50
O 36.62 3.08 -12.93
C 37.63 2.22 -13.44
C 37.97 2.50 -14.85
N 37.17 1.67 -15.75
C 37.47 1.96 -17.13
C 36.68 1.09 -18.11
O 35.42 1.63 -18.31
C 34.68 0.83 -19.23
H 37.49 3.18 -10.96
H 36.22 2.09 -11.23
H 35.82 3.82 -11.13
H 37.42 1.16 -13.29
H 38.52 2.50 -12.89
H 39.03 2.32 -15.04
H 37.68 3.54 -14.96
H 36.19 1.66 -15.53
H 38.53 1.84 -17.31
H 37.32 3.01 -17.36
H 36.66 0.07 -17.70
H 37.13 0.95 -19.09
H 34.68 -0.22 -18.94
H 34.99 1.01 -20.26
H 33.66 1.22 -19.11
C 34.06 1.01 -14.78
O 34.38 2.01 -15.70
C 33.93 3.26 -15.28
C 34.34 4.31 -16.34
N 33.69 4.15 -17.67
C 34.07 5.30 -18.56
C 33.77 4.97 -20.06
O 32.64 5.68 -20.50
C 32.49 5.85 -21.87
H 32.98 0.91 -14.84
H 34.50 1.22 -13.80
H 34.41 0.00 -15.04
H 34.35 3.57 -14.32
H 32.84 3.29 -15.27
H 35.42 4.23 -16.50
H 34.06 5.26 -15.88
H 34.18 3.35 -18.04
H 35.11 5.59 -18.42
H 33.49 6.17 -18.26
H 33.60 3.91 -20.23
H 34.67 5.29 -20.58
H 32.35 4.83 -22.22
H 33.28 6.43 -22.36
H 31.60 6.43 -22.12
C 28.73 3.80 -27.76
O 28.13 3.62 -26.53
C 26.95 4.33 -26.39
C 26.50 4.57 -24.96
N 27.67 5.13 -24.28
C 27.40 5.06 -22.84
C 28.45 5.51 -21.90
O 28.06 5.18 -20.57
C 28.64 5.94 -19.52
H 28.88 4.83 -28.08
H 28.12 3.40 -28.57
H 29.70 3.30 -27.71
H 26.14 3.78 -26.88
H 27.04 5.29 -26.90
H 26.15 3.63 -24.55
H 25.63 5.22 -24.87
H 28.43 4.50 -24.47
H 27.06 4.08 -22.52
H 26.52 5.63 -22.55
H 28.62 6.57 -22.09
H 29.34 4.92 -22.11
H 29.73 5.90 -19.45
H 28.25 5.63 -18.55
H 28.31 6.98 -19.58
C 37.39 3.84 -20.12
O 37.67 4.95 -21.03
C 38.44 5.95 -20.40
C 37.62 6.86 -19.50
N 36.39 7.37 -20.11
C 35.66 8.43 -19.40
C 34.63 9.04 -20.40
O 35.33 9.82 -21.44
C 34.55 10.53 -22.36
H 38.30 3.37 -19.75
H 36.75 3.14 -20.67
H 36.82 4.21 -19.27
H 38.81 6.59 -21.20
H 39.31 5.50 -19.92
H 38.26 7.71 -19.25
H 37.49 6.47 -18.49
H 36.58 7.53 -21.09
H 36.33 9.22 -19.08
H 35.19 8.00 -18.51
H 33.94 9.68 -19.84
H 34.06 8.22 -20.84
H 33.72 9.93 -22.73
H 35.12 10.93 -23.20
H 34.14 11.40 -21.86
C 36.52 -2.55 -13.57
O 35.10 -2.35 -13.35
C 34.55 -3.57 -12.94
C 32.99 -3.36 -12.86
N 32.60 -2.59 -11.66
C 31.17 -2.23 -11.58
C 31.14 -0.98 -10.61
O 31.92 0.15 -11.06
C 31.53 0.87 -12.15
H 36.70 -3.17 -14.45
H 37.03 -3.03 -12.74
H 36.99 -1.62 -13.88
H 34.88 -3.93 -11.97
H 34.83 -4.39 -13.60
H 32.51 -4.33 -12.89
H 32.65 -2.79 -13.73
H 33.20 -1.78 -11.63
H 30.48 -3.00 -11.26
H 30.80 -1.93 -12.56
H 31.59 -1.19 -9.65
H 30.10 -0.69 -10.47
H 31.75 0.24 -13.01
H 32.16 1.75 -12.23
H 30.47 1.10 -12.07
C 36.76 6.24 -13.74
O 37.43 7.41 -13.63
H 36.81 5.62 -12.84
H 35.71 6.43 -13.93
H 37.19 5.71 -14.58
H 38.36 7.18 -13.66
C 30.67 2.73 -19.41
C 30.36 2.71 -17.93
C 30.95 1.41 -17.23
O 30.55 0.21 -17.80
C 31.32 -0.91 -17.47
N 30.93 3.93 -17.36
H 30.01 2.12 -20.02
H 31.72 2.62 -19.65
H 30.50 3.69 -19.90
H 29.29 2.82 -17.74
H 30.76 1.48 -16.16
H 32.03 1.54 -17.14
H 31.07 -1.68 -18.19
H 31.11 -1.30 -16.47
H 32.40 -0.74 -17.54
H 31.89 3.89 -17.67
H 30.58 4.72 -17.87
C 32.32 6.23 -25.53
C 33.23 5.14 -26.06
C 34.20 4.55 -24.95
O 34.99 5.52 -24.36
C 35.70 5.11 -23.29
N 32.54 4.12 -26.84
H 32.89 7.01 -25.03
H 31.73 5.84 -24.70
H 31.77 6.78 -26.29
H 33.90 5.66 -26.74
H 34.85 3.76 -25.32
H 33.65 4.03 -24.17
H 36.40 4.32 -23.56
H 35.02 4.76 -22.51
H 36.32 5.90 -22.86
H 32.12 4.62 -27.61
H 33.31 3.66 -27.30
C 29.26 1.94 -23.81
C 30.67 2.54 -24.06
C 31.68 1.59 -24.71
O 31.81 0.40 -23.97
C 32.41 -0.75 -24.69
N 30.36 3.64 -24.96
H 28.91 1.49 -24.74
H 28.56 2.74 -23.56
H 29.24 1.15 -23.06
H 31.06 2.95 -23.12
H 32.65 2.06 -24.84
H 31.30 1.24 -25.67
H 32.51 -1.56 -23.96
H 33.34 -0.54 -25.20
H 31.71 -0.96 -25.50
H 31.21 3.89 -25.44
H 29.71 3.41 -25.70
C 26.99 11.17 -19.83
C 27.71 11.83 -21.02
C 28.67 10.98 -21.96
O 29.86 10.52 -21.31
C 30.70 9.83 -22.26
N 26.55 12.26 -21.81
H 27.66 10.86 -19.02
H 26.47 10.27 -20.16
H 26.27 11.78 -19.29
H 28.29 12.70 -20.72
H 29.02 11.65 -22.74
H 28.11 10.15 -22.38
H 31.10 10.58 -22.95
H 30.13 9.03 -22.73
H 31.46 9.31 -21.68
H 26.12 13.05 -21.35
H 27.00 12.61 -22.64
C 31.90 6.72 -15.19
C 30.74 7.70 -15.06
C 30.14 8.13 -16.45
O 31.07 8.62 -17.38
C 30.51 9.07 -18.60
N 29.76 7.19 -14.13
H 32.46 6.60 -14.26
H 32.54 7.03 -16.01
H 31.51 5.78 -15.59
H 31.03 8.65 -14.62
H 29.42 8.95 -16.31
H 29.59 7.26 -16.79
H 30.07 8.28 -19.21
H 31.29 9.55 -19.21
H 29.77 9.85 -18.42
H 30.10 6.95 -13.21
H 29.45 6.29 -14.47

=====

255
Properties=species:S:1:pos:R:3 method="wB97M-V/def2-TZVPD" spin_multiplicity=1 orbital_gap_ev=9.70 energy_ha=-12630.56832 lumo_energy_ev=-0.48
O 13.34 -24.13 19.93
S 14.35 -23.15 20.35
O 14.40 -22.69 21.72
O 15.87 -23.72 19.84
C 15.97 -24.34 18.57
C 17.40 -24.84 18.47
C 14.14 -21.72 19.20
H 15.83 -23.52 17.87
H 15.24 -25.14 18.39
H 17.57 -25.92 18.37
H 18.06 -24.44 19.24
H 17.80 -24.44 17.54
H 13.82 -22.12 18.24
H 15.05 -21.11 19.21
H 13.30 -21.18 19.63
O 9.54 -30.98 17.80
S 9.13 -32.19 17.09
O 9.07 -32.31 15.65
O 10.10 -33.42 17.75
C 10.19 -34.62 16.94
C 10.92 -35.82 17.61
C 7.62 -32.81 17.82
H 10.83 -34.40 16.09
H 9.23 -35.09 16.72
H 11.88 -35.59 18.08
H 11.15 -36.67 16.97
H 10.17 -36.17 18.31
H 6.88 -32.09 17.47
H 7.79 -32.64 18.88
H 7.53 -33.85 17.49
O 8.47 -20.75 13.75
S 7.54 -19.64 14.01
O 7.34 -19.12 15.38
O 7.85 -18.31 12.97
C 8.50 -18.70 11.81
C 9.11 -17.56 11.16
C 5.92 -20.12 13.35
H 7.79 -19.13 11.10
H 9.30 -19.41 11.98
H 8.34 -16.97 10.67
H 9.87 -17.77 10.41
H 9.62 -16.93 11.89
H 5.91 -20.73 12.45
H 5.37 -19.18 13.29
H 5.53 -20.74 14.16
O 10.30 -30.18 14.08
S 10.23 -30.46 12.64
O 10.33 -29.42 11.60
O 11.41 -31.64 12.49
C 11.69 -32.48 13.63
C 12.78 -31.97 14.46
C 8.78 -31.66 12.34
H 12.20 -33.36 13.23
H 10.84 -32.89 14.18
H 12.36 -31.17 15.07
H 13.64 -31.57 13.93
H 13.22 -32.67 15.17
H 8.85 -32.04 11.32
H 7.92 -31.00 12.46
H 8.94 -32.51 13.00
O 10.94 -24.02 21.38
S 10.68 -25.29 22.07
O 9.90 -25.34 23.30
O 10.01 -26.38 20.96
C 9.01 -27.29 21.49
C 8.74 -28.25 20.30
C 12.21 -26.19 22.32
H 8.20 -26.61 21.76
H 9.44 -27.98 22.21
H 9.59 -28.35 19.63
H 7.88 -27.89 19.73
H 8.49 -29.27 20.59
H 12.71 -25.93 21.39
H 12.04 -27.26 22.38
H 12.59 -25.75 23.25
O 6.71 -25.78 14.57
S 6.89 -26.77 15.67
O 7.62 -26.34 16.89
O 5.41 -27.38 16.14
C 5.18 -27.91 17.43
C 4.26 -29.06 17.34
C 7.65 -28.41 15.18
H 4.66 -27.26 18.14
H 6.16 -28.09 17.88
H 3.24 -28.76 17.13
H 3.99 -29.51 18.30
H 4.59 -29.77 16.58
H 7.81 -29.13 15.98
H 8.64 -28.02 14.90
H 7.10 -28.84 14.35
O 17.79 -31.54 20.41
S 17.48 -30.24 19.86
O 17.63 -29.97 18.39
O 15.91 -29.93 20.38
C 15.03 -29.04 19.68
C 14.46 -28.03 20.70
C 18.21 -28.80 20.89
H 14.30 -29.43 18.98
H 15.64 -28.42 19.02
H 15.00 -27.80 21.61
H 13.56 -28.40 21.19
H 14.30 -27.01 20.35
H 18.04 -29.14 21.91
H 17.76 -27.86 20.57
H 19.30 -28.83 20.81
O 19.78 -33.77 12.89
S 18.49 -34.49 13.00
O 18.33 -35.65 13.82
O 17.33 -33.37 13.54
C 17.55 -32.74 14.74
C 16.23 -32.12 15.02
C 17.95 -34.88 11.31
H 18.37 -32.04 14.62
H 17.85 -33.58 15.38
H 15.55 -32.83 15.48
H 15.71 -31.62 14.21
H 16.55 -31.34 15.72
H 17.53 -34.06 10.73
H 17.40 -35.79 11.54
H 18.80 -35.17 10.69
O 8.84 -16.99 25.23
S 9.86 -17.06 24.23
O 11.12 -16.32 24.44
O 10.25 -18.71 23.73
C 9.25 -19.67 23.98
C 9.58 -20.86 23.12
C 9.08 -16.43 22.55
H 8.26 -19.21 23.96
H 9.33 -19.91 25.05
H 9.51 -20.58 22.07
H 8.93 -21.71 23.33
H 10.59 -21.20 23.37
H 8.41 -17.23 22.24
H 9.93 -16.21 21.91
H 8.64 -15.48 22.83
O 13.64 -32.21 24.62
S 13.90 -32.77 23.34
O 13.90 -34.21 23.17
O 12.90 -32.02 22.17
C 11.54 -32.04 22.61
C 10.53 -31.59 21.64
C 15.47 -32.05 22.63
H 11.38 -31.49 23.54
H 11.24 -33.04 22.93
H 10.71 -30.55 21.40
H 9.46 -31.75 21.78
H 10.77 -31.98 20.65
H 15.69 -32.46 21.65
H 16.18 -32.25 23.43
H 15.27 -30.98 22.55
O 12.86 -24.09 16.87
S 11.63 -24.85 16.58
O 11.06 -24.98 15.25
O 11.86 -26.38 17.24
C 10.91 -27.44 16.97
C 11.72 -28.68 17.47
C 10.26 -24.33 17.79
H 10.71 -27.58 15.91
H 10.00 -27.13 17.49
H 11.37 -28.96 18.46
H 12.81 -28.66 17.42
H 11.39 -29.59 16.96
H 9.35 -23.93 17.35
H 10.74 -23.47 18.27
H 10.13 -25.19 18.44
O 16.13 -26.32 15.16
S 15.93 -27.74 15.08
O 14.92 -28.44 15.94
O 15.60 -27.95 13.49
C 14.24 -27.97 13.02
C 13.24 -26.79 13.43
C 17.57 -28.58 15.05
H 13.83 -28.91 13.39
H 14.09 -28.24 11.97
H 13.43 -26.46 14.45
H 12.24 -27.13 13.17
H 13.48 -26.01 12.70
H 17.80 -28.92 16.06
H 18.35 -27.85 14.81
H 17.53 -29.38 14.32
O 16.53 -35.41 17.17
S 15.08 -35.52 17.40
O 14.48 -36.26 18.53
O 14.48 -33.95 17.39
C 14.34 -33.29 18.59
C 13.39 -32.04 18.53
C 14.30 -36.20 15.88
H 15.34 -33.02 18.93
H 14.07 -33.98 19.40
H 13.53 -31.62 19.52
H 12.37 -32.39 18.38
H 13.70 -31.34 17.76
H 14.52 -37.27 15.83
H 14.87 -35.86 15.02
H 13.24 -35.93 15.86
O 10.25 -18.07 20.35
S 9.87 -18.23 18.98
O 9.67 -17.07 18.13
O 11.03 -19.31 18.30
C 11.14 -19.30 16.86
C 10.78 -20.77 16.41
C 8.43 -19.44 18.82
H 12.17 -19.26 16.53
H 10.51 -18.53 16.41
H 10.04 -21.17 17.10
H 11.67 -21.39 16.47
H 10.45 -20.71 15.37
H 7.52 -18.96 19.18
H 8.73 -20.16 19.58
H 8.42 -19.85 17.82
O 20.46 -23.64 12.66
S 19.39 -24.57 12.29
O 19.28 -25.89 12.80
O 17.97 -23.83 12.67
C 16.73 -24.54 12.43
C 15.90 -23.66 11.47
C 19.36 -24.66 10.50
H 16.18 -24.73 13.36
H 16.77 -25.53 11.98
H 15.96 -24.14 10.50
H 16.25 -22.63 11.51
H 14.83 -23.55 11.63
H 19.97 -25.52 10.20
H 19.45 -23.68 10.05
H 18.35 -25.00 10.24
O 14.69 -20.86 12.89
S 13.26 -21.02 13.11
O 12.38 -19.93 13.58
O 12.56 -21.66 11.71
C 11.15 -21.51 11.54
C 10.52 -22.81 10.98
C 12.90 -22.59 14.12
H 10.88 -20.63 10.94
H 10.67 -21.28 12.49
H 10.80 -23.75 11.46
H 10.84 -23.01 9.96
H 9.44 -22.67 11.05
H 13.27 -22.42 15.14
H 13.55 -23.28 13.59
H 11.91 -22.97 13.88
O 4.89 -26.56 20.91
S 4.51 -25.43 21.72
O 4.32 -25.49 23.16
O 5.62 -24.20 21.57
C 6.14 -23.93 20.31
C 7.63 -23.43 20.44
C 3.04 -24.75 20.87
H 5.49 -23.21 19.81
H 6.24 -24.83 19.69
H 7.69 -22.58 21.12
H 7.82 -23.01 19.45
H 8.26 -24.30 20.64
H 2.76 -25.36 20.01
H 3.28 -23.71 20.63
H 2.21 -24.87 21.56